106
Properties=species:S:1:pos:R:3:forces:R:3:lowdin_charge:R:1 method="wB97M-V/def2-TZVPD" lumo_ev=-3.6 charge=+1 homo_ev=-10.8 homo_lumo_gap_ha=0.263
C -4.4025 -1.4889 4.0978 0.511 -0.762 -0.117 -0.050
C -3.7341 -1.4260 2.7431 -0.737 0.419 0.775 -0.249
O -3.1996 -2.7137 2.4218 -0.047 -0.044 -0.020 -0.128
C -1.9646 -2.6907 1.8031 0.101 0.166 -0.439 -0.262
C -0.8655 -2.7497 2.8896 -0.453 -0.149 0.005 -0.306
S 0.7757 -2.6593 2.2173 0.891 -0.956 1.828 1.158
F 0.5574 -2.4431 0.7151 -0.432 0.602 -1.196 -0.227
C 1.5709 -1.1291 2.7807 -0.774 0.401 -0.306 -0.797
Br 0.2753 0.2867 3.0870 0.068 -0.079 -0.127 0.833
C 2.6303 -0.7489 1.7678 -0.015 0.509 -0.013 -0.324
C 3.2916 0.5833 2.0573 0.310 -0.094 -0.198 -0.116
H -4.6490 -0.5051 4.4642 -0.140 0.232 0.037 0.057
H -5.2814 -2.1128 4.0364 -0.438 -0.025 0.024 0.083
H -3.7284 -2.0144 4.7670 0.160 0.140 0.429 0.075
H -4.4964 -1.1507 2.0293 0.094 0.144 -0.512 0.098
H -2.9851 -0.6385 2.7562 0.430 -0.056 -0.227 0.106
H -1.8666 -3.5635 1.1692 -0.111 -0.261 -0.146 0.134
H -1.8436 -1.8230 1.1587 0.035 0.254 -0.014 0.129
H -1.0356 -2.0061 3.6596 0.235 0.400 -0.062 0.065
H -0.9261 -3.7246 3.3567 0.204 -0.328 0.107 0.096
H 1.9773 -1.3946 3.7459 0.123 -0.235 0.336 0.091
H 3.4149 -1.4950 1.7181 0.063 -0.446 0.006 0.121
H 2.1500 -0.6703 0.8026 -0.094 -0.083 -0.356 0.100
H 3.9070 0.8095 1.2022 0.337 0.123 -0.197 0.059
H 3.9340 0.5392 2.9243 0.044 -0.049 0.414 0.076
H 2.6013 1.4045 2.1358 -0.309 0.229 0.132 0.046
C -4.8158 2.5683 4.1352 -0.058 0.172 0.012 -0.675
O -5.1854 1.6576 3.4132 0.128 -0.165 -0.011 0.021
N -5.6291 3.6092 4.4684 -0.072 0.009 0.012 0.157
N -3.5557 2.6181 4.6689 0.038 -0.062 0.025 0.154
H -5.3476 4.3690 5.0584 0.015 -0.014 -0.016 0.096
H -6.5590 3.6030 4.0911 0.029 0.003 -0.004 0.108
H -2.9322 1.8678 4.4416 -0.010 0.025 -0.003 0.085
H -3.2324 3.3579 5.2631 -0.020 0.004 -0.020 0.095
C 0.8380 -6.8671 4.1559 -0.041 -0.103 0.065 -0.690
O 1.7560 -6.3969 4.7999 0.034 0.150 0.015 0.028
N 0.5946 -6.4755 2.8611 -0.242 0.281 -0.093 0.140
N -0.0188 -7.8007 4.6563 -0.023 0.033 0.033 0.158
H -0.1532 -6.8319 2.2952 0.063 -0.101 -0.002 0.095
H 1.2252 -5.7982 2.4758 0.111 -0.172 -0.060 0.076
H 0.1365 -8.1049 5.6002 0.012 -0.006 -0.026 0.110
H -0.7780 -8.1974 4.1354 0.038 -0.012 -0.018 0.097
C 3.9365 2.5561 -1.3849 -0.038 -0.038 -0.182 -0.642
O 3.7582 2.7232 -0.1783 -0.029 -0.038 -0.122 -0.014
N 3.3465 1.5442 -2.0722 0.161 -0.169 -0.052 0.177
N 4.7361 3.3686 -2.1233 0.112 0.083 0.099 0.176
H 3.4755 1.3965 -3.0634 -0.252 0.071 -0.118 0.067
H 2.7429 0.9275 -1.5617 -0.063 0.066 -0.049 0.102
H 5.1864 4.1312 -1.6526 -0.023 -0.001 -0.053 0.100
H 4.8857 3.2478 -3.1081 -0.068 -0.012 -0.002 0.107
C 3.3514 -0.7745 -5.0425 0.020 -0.292 -0.073 -0.670
O 3.2170 0.4397 -5.1834 0.088 0.275 0.061 -0.007
N 3.9660 -1.2725 -3.9288 0.015 0.016 0.256 0.152
N 2.9163 -1.6744 -5.9510 -0.153 0.257 0.035 0.182
H 4.1160 -2.2455 -3.7405 -0.017 -0.010 -0.111 0.096
H 4.2970 -0.5921 -3.2703 0.140 -0.141 0.064 0.075
H 2.4599 -1.3118 -6.7762 0.124 -0.032 -0.258 0.083
H 3.0340 -2.6647 -5.8523 0.043 0.024 0.038 0.104
C -5.1887 -2.5331 -1.4733 -0.088 0.096 -0.122 -0.685
O -4.3791 -3.3864 -1.8082 0.132 -0.058 0.069 0.002
N -5.2795 -2.1099 -0.1709 0.079 0.005 0.112 0.150
N -6.0476 -1.9389 -2.3369 0.186 0.004 0.025 0.165
H -5.9239 -1.4099 0.1466 -0.030 0.002 -0.101 0.096
H -4.6515 -2.5383 0.4830 -0.085 -0.095 0.018 0.064
H -6.0036 -2.2286 -3.2961 -0.016 0.002 0.026 0.108
H -6.7269 -1.2447 -2.0739 -0.164 -0.121 -0.073 0.060
C -9.8461 -1.3047 -2.6124 -0.154 -0.063 -0.031 -0.667
O -8.7367 -0.8169 -2.4643 0.093 0.089 0.069 0.007
N -10.4506 -1.3747 -3.8321 0.044 0.018 -0.074 0.156
N -10.5646 -1.8149 -1.5707 0.037 0.003 0.075 0.154
H -11.3600 -1.7693 -3.9794 0.009 0.005 0.026 0.096
H -9.9462 -1.0049 -4.6166 -0.015 0.001 0.024 0.107
H -10.1451 -1.7766 -0.6607 -0.013 -0.001 -0.024 0.104
H -11.4762 -2.2190 -1.6705 0.013 0.012 -0.024 0.095
C 7.1421 -0.7950 2.2604 0.106 0.004 0.051 -0.681
O 6.3296 -1.1675 1.4275 -0.199 -0.022 0.005 0.010
N 6.9771 0.3588 2.9735 -0.103 0.031 0.044 0.156
N 8.2731 -1.5016 2.5427 -0.004 -0.062 -0.030 0.155
H 7.6257 0.6869 3.6638 0.023 -0.026 -0.029 0.098
H 6.1556 0.9009 2.7807 0.069 0.046 -0.047 0.083
H 8.4215 -2.3535 2.0338 0.000 0.025 0.008 0.106
H 8.9533 -1.2147 3.2208 -0.015 0.019 -0.013 0.097
C 3.1755 6.1006 1.6347 0.270 0.019 -0.088 -0.683
O 2.0348 5.7057 1.8309 -0.290 0.010 -0.072 0.002
N 4.0873 5.3576 0.9488 -0.237 -0.089 -0.049 0.156
N 3.6136 7.3107 2.0955 -0.079 0.032 0.072 0.148
H 5.0306 5.6570 0.7888 -0.021 0.055 0.076 0.092
H 3.7784 4.4591 0.5869 0.250 0.030 0.072 0.051
H 2.9585 7.8739 2.6052 0.017 -0.014 -0.014 0.102
H 4.5427 7.6563 1.9492 -0.009 -0.023 -0.021 0.092
C 3.7687 -0.1101 -9.1265 0.239 0.266 0.125 -0.674
O 2.7185 -0.6712 -8.8581 -0.221 -0.261 0.082 0.009
N 4.3537 0.7700 -8.2638 -0.048 -0.010 0.076 0.162
N 4.4306 -0.3223 -10.3014 -0.043 -0.083 -0.048 0.152
H 5.2142 1.2457 -8.4575 -0.014 -0.024 -0.046 0.094
H 3.8853 0.9378 -7.3864 0.013 -0.028 0.042 0.076
H 4.0174 -0.9649 -10.9516 -0.003 0.026 0.014 0.104
H 5.2922 0.1290 -10.5422 -0.024 0.023 0.024 0.093
C -1.3180 5.0623 -1.0768 0.068 0.017 0.042 -0.695
O -2.0748 4.6384 -1.9305 -0.057 -0.025 -0.030 0.021
N -1.6032 6.1671 -0.3213 -0.091 0.101 0.066 0.147
N -0.1179 4.4730 -0.7954 0.228 -0.080 0.140 0.153
H -0.9890 6.5274 0.3850 0.048 -0.049 -0.023 0.089
H -2.4750 6.6301 -0.4981 0.026 -0.023 -0.022 0.100
H 0.1298 3.6605 -1.3280 -0.034 0.047 -0.038 0.094
H 0.5183 4.8102 -0.0911 -0.010 0.015 0.031 0.070

***

97
Properties=species:S:1:pos:R:3:forces:R:3:lowdin_spin:R:1 method="wB97M-V/def2-TZVPD" lumo_ev="-0.5 / -0.5" homo_ev="-8.4 / -7.6" homo_lumo_gap_ha="0.290 / 0.260" multiplicity=7
Fe -0.2974 0.9637 0.4510 -1.059 0.927 1.012 3.692
Pd -1.0252 -1.9521 -0.9546 -0.875 0.312 0.283 1.490
O -1.2177 -0.7797 0.9382 -0.804 -1.152 1.035 0.145
H -0.9904 -1.1808 1.7995 0.446 0.405 -0.859 0.003
P 1.2772 -0.5013 -1.1052 3.675 0.285 -1.704 0.024
O 1.4327 0.1759 0.3133 2.728 -0.775 -0.499 0.091
O -0.1629 -0.0081 -1.2515 -2.828 0.999 -3.880 0.155
O 1.0318 -2.0346 -1.0558 0.934 0.273 -0.053 0.160
O 2.2888 -0.1034 -2.2756 -2.659 -0.189 3.499 0.022
C -2.6436 2.5605 1.3785 0.831 1.469 1.060 0.002
C -1.4584 2.8982 2.3027 -0.184 0.191 0.714 0.003
O -0.5309 1.8608 2.4691 -0.486 -1.341 -0.108 0.028
O -2.2134 2.1622 0.1073 0.503 0.263 0.045 0.032
H -3.0784 3.5598 1.3607 -0.624 0.112 -0.419 0.001
H -3.4036 1.8692 1.7427 0.362 -0.224 0.537 0.000
H -1.8393 3.1793 3.2846 -0.549 -0.111 0.128 0.001
H -0.8349 3.7523 2.0382 -0.621 0.411 -0.977 0.000
H 0.1996 2.2280 2.9723 0.475 0.046 -0.361 0.001
H -3.0002 2.2195 -0.4398 -0.099 -0.612 -0.768 0.002
C 3.7633 -2.4302 0.3910 0.609 0.052 0.342 0.001
C 4.8072 -2.7176 1.5450 -1.546 -0.364 -0.568 0.000
O 5.8446 -1.7329 1.5845 -0.250 -0.876 -0.279 0.000
O 2.8017 -3.4587 0.1776 0.969 -0.673 1.490 0.004
H 4.2762 -2.3246 -0.5650 0.637 0.334 0.188 0.000
H 3.2747 -1.4824 0.6168 -0.060 0.083 0.073 0.001
H 5.0781 -3.7673 1.4323 1.218 0.152 -0.520 0.000
H 4.3859 -2.7836 2.5481 -0.781 0.444 -0.002 0.000
H 5.5152 -1.0880 2.2147 0.070 0.280 -0.113 0.000
H 2.0845 -3.0310 -0.2960 -0.425 0.191 -0.415 0.001
C 1.1535 2.3012 -4.8679 -0.840 0.102 1.130 0.000
C -0.2149 1.7261 -4.4092 -0.429 1.009 -1.399 0.000
O -0.1733 0.3460 -4.1399 -0.080 0.112 -0.129 0.000
O 1.9111 2.6712 -3.7443 0.725 0.097 0.462 0.000
H 1.1198 3.2570 -5.3906 -0.664 -0.272 -0.526 0.000
H 1.6286 1.5328 -5.4779 0.152 -0.008 -0.122 0.000
H -0.9628 1.9606 -5.1667 -0.051 -0.402 -0.537 0.000
H -0.6634 2.1902 -3.5308 0.597 0.608 0.229 0.000
H -0.0120 0.4110 -3.1958 0.173 -1.193 0.629 0.000
H 2.1584 1.8848 -3.2522 0.112 -0.579 0.236 0.000
C -3.8904 -1.5797 3.5209 -0.437 -1.821 0.418 0.000
C -4.1559 -1.5541 5.0110 -0.360 0.371 0.413 0.000
O -5.5439 -1.3636 5.1920 -0.614 0.085 -0.196 0.000
O -2.6066 -2.0682 3.2544 0.899 0.973 0.058 0.002
H -4.1881 -0.5893 3.1766 0.672 0.371 -0.521 0.000
H -4.5023 -2.3073 2.9877 -1.062 0.157 0.412 0.000
H -3.7222 -0.6426 5.4223 0.911 -0.243 0.178 0.000
H -3.8906 -2.4180 5.6204 0.346 -0.073 -0.499 0.000
H -5.6683 -0.5657 4.6729 -0.904 0.195 0.142 0.000
H -2.3722 -1.6763 2.4099 0.256 -0.031 -0.502 0.001
C -3.6740 -3.0890 -2.4584 1.055 0.050 -1.320 0.002
C -2.7192 -2.4822 -3.5413 -0.829 1.051 -0.273 0.003
O -1.3347 -2.5428 -3.2040 -0.751 -0.647 0.649 0.037
O -3.3729 -2.5167 -1.2057 0.389 0.325 0.322 0.023
H -3.5262 -4.1690 -2.4515 -0.183 -0.145 0.206 0.000
H -4.7148 -2.8248 -2.6455 0.045 -0.279 -0.774 0.001
H -3.0168 -1.4470 -3.7085 0.102 0.524 0.640 0.000
H -2.8228 -2.8219 -4.5718 -0.454 -1.130 0.246 0.001
H -0.8663 -2.0965 -3.9132 0.511 0.411 0.028 0.001
H -4.1510 -2.5912 -0.6484 0.200 0.051 0.291 0.001
C 5.4280 0.5538 -1.3516 -1.107 0.417 -0.644 0.000
C 4.9071 2.0468 -1.5898 -1.294 -1.645 0.457 0.000
O 3.6602 2.2054 -0.8312 0.662 0.786 0.446 0.000
O 4.9959 -0.4291 -2.3377 1.964 1.144 0.547 0.000
H 5.0592 0.2232 -0.3806 -0.343 0.286 0.210 0.000
H 6.5055 0.5472 -1.1874 0.147 -0.229 -0.861 0.000
H 4.5593 2.2762 -2.5970 0.855 -0.380 -0.458 0.000
H 5.6256 2.8040 -1.2759 -0.172 -0.102 0.275 0.000
H 3.0711 1.5272 -1.1696 -0.044 -0.667 -0.269 0.000
H 4.0452 -0.3707 -2.4574 -0.702 0.132 0.305 0.000
C 2.1636 2.1410 3.9266 -0.174 -1.355 0.913 0.000
C 2.2758 0.6179 3.4530 -0.937 1.279 -0.779 0.000
O 3.0862 0.4189 2.3181 0.533 0.235 1.809 0.000
O 1.9509 3.1609 2.9696 0.260 -0.412 -0.357 0.000
H 2.9504 2.4247 4.6257 0.185 -0.058 -0.077 0.000
H 1.2199 2.1570 4.4718 0.073 -0.066 0.696 0.000
H 1.2530 0.3358 3.2031 -0.363 0.038 -0.422 0.000
H 2.4222 -0.0934 4.2659 0.998 0.398 0.357 0.000
H 2.4518 0.4722 1.5996 0.042 -0.286 -1.274 0.000
H 2.7848 3.3427 2.5299 0.072 -0.077 -0.364 0.000
C -0.2329 -3.9867 0.9213 0.913 -2.032 2.514 0.000
O -0.8428 -4.1128 -0.3344 -0.291 0.646 -0.467 0.034
H 0.3778 -3.1476 1.2547 -0.340 0.659 -1.384 0.000
H -0.9553 -4.1423 1.7226 -0.346 0.042 0.025 0.000
H 0.4797 -4.8083 0.9941 0.177 -0.055 0.245 0.001
H -0.9252 -5.0573 -0.4854 -0.123 0.163 -0.384 0.004
C 0.3123 3.8803 -1.0596 0.671 0.820 -0.614 0.003
O 0.6849 2.7950 -0.2461 -0.784 -0.369 0.448 0.022
H -0.0243 3.6243 -2.0642 -0.097 -0.511 0.134 0.000
H -0.4630 4.4806 -0.5834 0.107 -0.086 0.224 0.000
H 1.2170 4.4652 -1.2255 -0.184 0.401 0.046 0.001
H 1.6266 2.6155 -0.2969 0.498 0.133 -0.140 0.001
C -5.3450 0.4649 -1.9913 -0.951 0.165 0.245 0.000
O -4.8118 1.3998 -0.9967 0.348 -0.826 -1.416 0.000
H -4.8888 0.4120 -2.9798 1.082 0.857 0.443 0.000
H -5.3542 -0.5769 -1.6708 0.100 0.117 0.594 0.000
H -6.3635 0.7314 -2.2733 -0.227 0.114 0.437 0.000
H -5.4782 1.6131 -0.3394 -0.307 -0.253 -0.235 0.000

***

92
Properties=species:S:1:pos:R:3:forces:R:3:lowdin_charge:R:1 method="wB97M-V/def2-TZVPD" lumo_ev=-0.2 homo_ev=-8.9 homo_lumo_gap_ha=0.321
O -1.6276 -2.9010 -3.1334 0.865 0.779 0.595 0.059
C -0.8599 -2.0614 -2.7115 -0.706 -0.558 -0.782 -0.670
O 0.4692 -2.1111 -2.9504 -0.489 -0.208 0.058 -0.039
C 1.0075 -0.9035 -3.5172 0.637 0.887 -0.236 -0.186
C 2.4981 -0.8366 -3.2642 -0.374 -0.768 0.376 -0.163
C 2.8112 -1.0245 -1.7829 0.324 0.289 -0.223 -0.327
C 4.2400 -0.6020 -1.4380 -0.545 -0.076 0.026 -0.606
I 4.1957 1.4094 -0.7215 0.369 0.021 -0.025 0.863
P -1.5985 -0.9102 -1.3999 -0.663 -0.264 0.590 0.679
O -0.4939 0.2520 -1.0824 0.108 0.131 -0.244 -0.374
Cl -2.8936 0.2107 -2.5597 0.331 -0.053 -0.272 0.306
H 0.7931 -0.8645 -4.5817 -0.114 -0.235 -0.112 0.118
H 0.5453 -0.0270 -3.0659 -0.205 -0.043 0.079 0.103
H 2.8582 0.1261 -3.6183 0.084 0.120 -0.103 0.113
H 2.9737 -1.6484 -3.8135 0.220 0.114 -0.245 0.126
H 2.6873 -2.0549 -1.4703 -0.154 -0.187 -0.069 0.086
H 2.1138 -0.4108 -1.2172 -0.031 -0.060 0.267 0.046
H 4.6533 -1.2426 -0.6707 0.132 0.159 0.241 0.041
H 4.8704 -0.6457 -2.3176 0.189 0.146 -0.047 0.045
H 0.2772 -0.1176 -0.6313 0.062 -0.034 0.164 0.043
C 2.8715 2.1606 3.2812 -0.230 -0.018 -0.079 -0.159
O 2.6417 0.9673 2.5300 0.039 -0.016 0.042 -0.179
H 3.8469 2.5443 2.9949 0.052 -0.044 -0.008 0.074
H 2.1112 2.9140 3.0608 0.061 -0.039 -0.002 0.065
H 2.8766 1.9520 4.3527 0.060 0.066 0.036 0.068
H 1.7814 0.6263 2.7850 -0.045 -0.011 0.071 0.064
C -0.6660 -4.3622 1.1548 0.093 -0.052 -0.151 -0.128
O -0.4953 -3.1164 0.4776 0.045 -0.014 0.037 -0.163
H -0.9856 -4.1712 2.1749 0.037 0.125 0.004 0.067
H -1.4230 -4.9694 0.6505 0.005 -0.043 0.057 0.084
H 0.2821 -4.9049 1.1817 -0.048 -0.081 0.114 0.074
H -0.2196 -3.3387 -0.4152 -0.001 0.010 -0.090 0.034
C -0.2352 3.5953 0.5021 0.101 -0.358 0.276 -0.135
O 0.1689 2.7080 1.5517 -0.101 0.249 -0.063 -0.135
H -0.3266 4.5895 0.9351 0.018 0.001 0.039 0.081
H 0.5209 3.6182 -0.2894 -0.040 0.076 -0.050 0.073
H -1.1905 3.2966 0.0781 0.091 0.109 0.054 0.051
H 0.2485 1.8351 1.1616 0.061 -0.054 -0.015 0.046
C -2.6833 -6.3218 3.6158 0.134 -0.013 0.266 -0.153
O -1.6203 -5.6088 4.2469 -0.122 0.096 -0.191 -0.132
H -2.9172 -5.7999 2.6910 -0.006 -0.006 -0.024 0.062
H -2.3842 -7.3465 3.3834 -0.070 -0.003 -0.064 0.080
H -3.5726 -6.3338 4.2500 -0.066 -0.045 -0.094 0.080
H -1.4051 -6.0563 5.0680 0.037 0.002 0.071 0.076
C -1.4695 1.1764 -6.4656 -0.041 -0.220 0.163 -0.146
O -0.9428 -0.1081 -6.1472 0.030 0.113 0.001 -0.133
H -0.9062 1.5615 -7.3109 0.026 -0.008 -0.010 0.080
H -2.5243 1.1014 -6.7411 -0.001 0.117 -0.037 0.079
H -1.3617 1.8634 -5.6211 -0.016 0.079 -0.057 0.067
H -1.4510 -0.4513 -5.4066 -0.083 -0.091 -0.014 0.046
C 3.3944 -5.3622 -0.0494 -0.126 0.104 -0.077 -0.144
O 2.8011 -4.0666 0.0002 0.107 -0.138 0.028 -0.133
H 4.2352 -5.3591 0.6385 0.010 0.021 0.021 0.080
H 2.6861 -6.1352 0.2607 0.045 -0.032 0.022 0.074
H 3.7581 -5.5942 -1.0535 0.039 -0.036 0.022 0.079
H 2.0577 -4.0662 -0.6071 -0.048 0.040 -0.041 0.050
C 5.3041 1.6224 6.7720 -0.008 -0.054 -0.205 -0.160
O 5.3951 1.9691 5.3955 0.055 0.005 0.209 -0.133
H 5.5048 2.5225 7.3469 0.006 0.028 -0.001 0.076
H 4.3042 1.2586 7.0261 0.012 0.007 0.057 0.074
H 6.0412 0.8613 7.0417 -0.008 0.008 0.060 0.074
H 5.2181 1.1782 4.8801 -0.012 -0.002 -0.105 0.068
C 2.1506 4.2205 -3.7130 -0.142 -0.390 0.035 -0.138
O 2.2797 2.8191 -3.4585 -0.053 0.072 -0.283 -0.181
H 2.9635 4.5097 -4.3734 0.030 -0.025 -0.005 0.084
H 1.1983 4.4391 -4.2068 0.039 0.091 -0.020 0.073
H 2.2226 4.7939 -2.7952 0.049 0.128 0.042 0.050
H 1.5667 2.5668 -2.8672 0.002 -0.020 0.143 0.042
C -2.4881 4.3463 -2.8851 0.035 -0.229 0.045 -0.140
O -2.0941 3.4464 -1.8543 -0.100 0.224 -0.388 -0.166
H -2.5830 5.3325 -2.4381 -0.003 0.016 0.022 0.079
H -1.7396 4.3902 -3.6814 -0.018 0.059 -0.021 0.069
H -3.4517 4.0610 -3.3162 -0.007 0.054 -0.019 0.077
H -2.0038 2.5716 -2.2441 -0.027 -0.087 0.070 -0.011
C -4.9359 -2.8796 2.6653 0.126 -0.086 0.207 -0.146
O -4.7838 -3.4374 3.9694 -0.080 0.035 -0.132 -0.131
H -5.9900 -2.6491 2.5367 -0.016 0.012 -0.018 0.062
H -4.3547 -1.9603 2.5612 -0.031 0.012 -0.077 0.080
H -4.6327 -3.5899 1.8913 -0.019 0.040 -0.043 0.074
H -3.8527 -3.6431 4.0918 0.051 -0.018 0.100 0.057
C -8.5247 -2.1639 4.3454 0.225 -0.138 0.192 -0.168
O -8.3206 -2.7345 5.6316 -0.097 0.064 -0.060 -0.122
H -9.5828 -1.9356 4.2473 -0.025 -0.006 0.033 0.076
H -7.9491 -1.2408 4.2332 -0.047 0.016 -0.110 0.077
H -8.2399 -2.8714 3.5613 -0.050 0.080 -0.090 0.067
H -7.3849 -2.9385 5.7131 0.056 -0.040 0.006 0.065
C 2.0465 8.3979 -2.3275 -0.045 -0.158 0.089 -0.149
O 2.1624 7.0080 -2.0345 -0.033 0.242 -0.031 -0.135
H 2.8671 8.6574 -2.9907 0.023 -0.012 -0.013 0.078
H 1.1020 8.6200 -2.8311 0.018 0.050 -0.018 0.076
H 2.1218 9.0031 -1.4207 0.012 0.044 -0.028 0.076
H 1.4407 6.7748 -1.4450 -0.006 -0.066 0.060 0.071